Molecular formula: C92H207N13O13
Method: DFT, wB97M-V/def2-TZVPD

```
325
Properties=species:S:1:pos:R:3:forces:R:3:lowdin_charge:R:1
C 17.35727 11.27454 19.02380 0.46 -0.14 -1.56 -0.05
C 17.55295 11.88419 20.40516 0.01 1.04 -0.35 -0.46
C 19.08318 12.20689 20.52814 -0.32 -2.85 0.79 -0.16
C 19.46226 13.02291 21.72194 -1.45 1.61 -1.11 -0.16
C 18.66612 14.40296 21.55438 1.28 -1.41 1.85 -0.10
C 17.12422 14.23678 21.46330 -0.35 -0.14 0.63 -0.43
N 16.89356 13.20589 20.45398 2.93 0.89 0.05 -0.18
O 15.69070 13.29901 19.87862 -2.45 -0.27 -1.01 0.00
C 16.41942 13.84993 22.83224 0.88 0.36 0.40 -0.02
C 16.54239 15.62779 21.02230 0.10 -0.59 -0.65 -0.03
C 16.90789 11.01010 21.46588 0.36 -1.16 0.58 -0.03
H 17.76823 11.95041 18.27386 -0.32 0.52 -0.04 0.05
H 16.38132 10.95427 18.65904 -0.44 0.50 0.65 0.09
H 17.94799 10.39495 18.76790 0.42 -0.34 1.00 0.09
H 19.56043 11.24871 20.73362 -0.04 -0.62 -0.15 0.11
H 19.59295 12.47114 19.60164 -0.64 0.75 -0.15 0.11
H 20.54609 13.11767 21.65542 0.00 0.53 0.49 0.11
H 19.18523 12.48190 22.62674 0.04 0.20 0.14 0.10
H 19.13206 14.90095 20.70408 -0.56 0.10 -0.28 0.11
H 18.94780 14.96840 22.44264 -0.36 0.47 0.06 0.11
H 17.00334 13.13885 23.41662 0.35 0.15 0.01 0.06
H 16.28739 14.72716 23.46560 0.24 0.20 -0.03 0.05
H 15.43628 13.37937 22.82136 -0.11 0.13 -0.96 0.09
H 17.07208 16.47787 21.45228 0.22 -0.24 0.33 0.07
H 16.65342 15.72807 19.94262 0.12 0.03 -0.15 0.07
H 15.48193 15.77791 21.22482 -0.03 -0.35 0.18 0.07
H 15.86843 10.79784 21.21574 -0.24 0.71 0.03 0.09
H 16.99769 11.42495 22.46984 -0.20 -0.01 -0.21 0.06
H 17.27766 9.98730 21.53842 0.69 -0.07 -0.21 0.08
H 15.91842 13.67864 19.02678 -0.56 0.08 -0.40 0.10
C 14.05082 19.56754 12.17078 0.41 -0.75 0.73 -0.04
C 15.06630 20.20581 11.19254 0.65 -2.27 2.22 -0.48
C 16.18863 20.97197 11.98858 -0.21 -0.27 -0.14 -0.12
C 17.16561 20.13468 12.78612 -1.31 -1.78 0.68 -0.20
C 17.79562 19.03239 11.92680 -0.10 1.81 0.26 -0.14
C 16.82600 18.19656 11.05970 0.24 0.74 1.22 -0.45
N 15.81709 19.13603 10.42130 1.62 0.64 0.10 -0.09
O 15.00697 18.37642 9.53880 -0.41 0.47 0.30 -0.02
C 17.79162 17.56057 10.02326 -0.84 0.39 -0.60 -0.04
C 16.14917 17.08055 11.91478 0.62 0.59 -0.83 -0.02
C 14.22635 21.13583 10.38892 1.05 0.64 -1.56 -0.05
H 13.20765 19.07119 11.69036 0.14 0.10 -0.48 0.08
H 13.60434 20.27876 12.86570 0.16 0.27 0.00 0.09
H 14.52712 18.78026 12.75508 -0.02 0.19 0.25 0.05
H 16.82280 21.54075 11.30858 -0.41 0.41 -0.36 0.12
H 15.71573 21.61773 12.72848 -0.23 0.43 -0.37 0.12
H 16.62109 19.62881 13.58342 -0.35 -0.03 0.34 0.09
H 17.86127 20.76611 13.33880 0.39 -0.02 -0.41 0.09
H 18.42787 18.38863 12.53830 0.00 -0.15 -0.11 0.11
H 18.43208 19.66912 11.31230 0.47 -0.66 -0.72 0.11
H 17.40309 16.65020 9.56680 -0.26 0.20 -0.24 0.08
H 17.97964 18.34182 9.28678 -0.06 -0.22 -0.35 0.08
H 18.77663 17.29017 10.40372 -0.17 0.11 0.64 0.08
H 16.03870 17.32730 12.97072 -0.15 0.18 -0.06 0.06
H 15.18879 16.91749 11.42572 -0.01 -0.59 0.33 0.08
H 16.82712 16.22915 11.85482 -0.42 -0.32 0.03 0.06
H 14.20067 22.09040 10.91450 -0.49 -0.06 0.04 0.09
H 13.24198 20.74714 10.12806 0.07 0.11 0.22 0.09
H 14.76713 21.34305 9.46550 -0.08 0.24 -0.36 0.09
H 14.99671 19.01226 8.81962 -0.27 -0.43 -0.59 0.09
C 23.00210 18.85868 21.94366 0.67 -1.34 1.84 -0.01
C 24.28003 18.85800 22.85888 0.13 -0.18 -0.21 -0.46
C 23.94766 18.71988 24.37988 0.11 0.90 -0.29 -0.15
C 23.82209 17.32572 25.00078 0.69 1.24 -1.44 -0.14
C 25.11630 16.52147 24.67068 -1.38 0.65 1.74 -0.14
C 25.40785 16.41849 23.20600 1.10 0.50 -1.22 -0.51
N 25.27383 17.77286 22.47826 0.06 0.03 0.96 -0.04
O 25.42474 17.69031 21.03174 -0.85 -0.51 1.10 -0.06
C 26.90494 16.06016 23.09030 0.15 0.26 -0.01 -0.04
C 24.61427 15.29820 22.59008 -0.47 -0.15 -0.33 -0.04
C 25.02575 20.17390 22.61936 0.88 0.24 -0.23 -0.05
H 23.32736 18.79938 20.90502 -0.74 0.34 0.26 0.05
H 22.27747 19.61079 22.25570 0.48 0.66 -0.57 0.06
H 22.46240 17.96380 22.25352 -0.08 -0.53 -0.59 0.08
H 24.64024 19.32934 24.96038 0.61 -0.19 -0.11 0.11
H 23.03011 19.28231 24.55270 -0.38 -0.12 -0.20 0.12
H 22.92540 16.95929 24.50100 0.03 -0.91 0.34 0.11
H 23.60964 17.53986 26.04822 0.15 -0.72 0.10 0.11
H 25.01108 15.53868 25.13020 -0.01 -0.36 -0.45 0.12
H 25.99769 16.89642 25.19094 -0.20 0.73 0.08 0.11
H 27.14284 15.06385 23.46296 -0.31 -0.23 -0.16 0.09
H 27.23064 16.14015 22.05318 0.08 -0.20 -0.02 0.07
H 27.52158 16.72635 23.69366 -0.10 0.29 -0.13 0.08
H 25.08459 15.01866 21.64734 -0.54 0.06 -0.27 0.08
H 24.61150 14.40767 23.21860 0.22 0.04 0.13 0.09
H 23.57095 15.60166 22.50356 -0.05 -0.10 -0.48 0.08
H 25.99846 20.16514 23.11114 0.13 -0.33 0.02 0.08
H 24.61176 21.13028 22.93884 -0.88 -0.30 0.13 0.08
H 25.21483 20.27226 21.55040 0.05 0.04 -0.12 0.06
H 26.36757 17.73855 20.85753 0.24 0.19 0.31 0.10
C 17.06355 15.47648 15.42702 1.31 -0.22 0.37 -0.02
C 17.87059 14.18561 15.11212 -1.98 -1.76 0.63 -0.43
C 18.02813 13.97902 13.54626 0.01 1.85 0.81 -0.12
C 19.03392 14.98039 12.96992 0.99 -1.11 0.64 -0.19
C 20.33611 14.67401 13.72872 0.22 0.85 -0.20 -0.15
C 20.34517 14.77965 15.28470 0.14 0.19 -0.73 -0.41
N 19.15641 14.02084 15.80884 1.80 0.15 -3.19 -0.13
O 19.15365 13.99949 17.18126 -0.57 0.32 1.08 -0.01
C 21.74551 14.10582 15.69580 -1.15 0.29 0.72 -0.03
C 20.35121 16.31417 15.61148 0.55 -0.55 0.66 -0.03
C 16.86517 13.00092 15.54174 1.14 0.69 -0.38 -0.03
H 17.06231 15.65693 16.50198 0.03 -0.18 0.22 0.08
H 16.01904 15.37419 15.13266 0.18 0.28 -0.41 0.07
H 17.61879 16.31894 15.01462 -0.65 0.28 -0.36 0.06
H 18.37533 12.97578 13.29916 -0.07 -0.05 0.21 0.12
H 17.06821 14.16838 13.06586 -0.31 -0.33 0.27 0.10
H 18.84940 16.05459 12.98260 -0.68 -0.08 0.49 0.08
H 19.21011 14.76869 11.91528 0.01 -0.13 -0.13 0.11
H 21.03222 15.44404 13.39618 0.56 -0.27 -0.03 0.12
H 20.70016 13.69457 13.41848 0.04 -0.06 0.06 0.11
H 21.92343 14.10677 16.77118 -0.40 0.03 0.27 0.06
H 21.81798 13.06461 15.38158 -0.29 0.00 -0.20 0.08
H 22.63713 14.61610 15.33148 -0.36 0.33 -0.56 0.07
H 20.24325 16.57902 16.66328 -0.46 -0.46 0.23 0.07
H 21.35367 16.69766 15.42144 0.04 0.10 -0.55 0.07
H 19.61432 16.88792 15.04942 0.09 -0.11 -0.13 0.06
H 16.04410 13.14018 14.83850 -0.27 -0.43 0.28 0.07
H 16.51637 12.99426 16.57440 -0.06 0.65 0.01 0.05
H 17.30842 12.01048 15.43850 0.18 0.02 -0.47 0.08
H 19.64475 13.19131 17.34644 -0.11 -0.17 0.44 0.09
C 10.24546 23.71114 21.58150 -1.74 -0.47 -0.39 -0.03
C 11.64292 24.21057 21.40288 2.42 -0.98 0.03 -0.50
C 12.53111 23.09604 20.74158 -0.50 -0.54 -0.96 -0.14
C 12.30779 22.91137 19.25243 -0.28 1.00 -0.56 -0.17
C 12.60232 24.24218 18.51250 -0.18 -0.11 0.37 -0.12
C 11.87314 25.48987 19.11406 0.43 -0.29 0.67 -0.47
N 11.76112 25.43901 20.61282 2.43 -1.47 -0.75 -0.14
O 11.17657 26.54400 21.20606 -0.49 -0.15 -0.20 0.00
C 12.74027 26.75239 18.78005 -0.66 -0.80 0.57 -0.03
C 10.47218 25.57016 18.52924 0.10 1.39 -0.54 -0.04
C 12.34607 24.46120 22.74196 -0.47 0.97 0.35 -0.04
H 9.71521 23.71219 20.62916 -0.06 0.17 -0.18 0.07
H 9.62169 24.27358 22.27624 0.20 0.43 0.08 0.09
H 10.10802 22.68236 21.91438 0.66 -0.12 0.21 0.09
H 13.61645 23.16745 20.81260 0.02 0.87 0.66 0.10
H 12.29776 22.12345 21.17484 -0.17 0.09 0.53 0.11
H 11.28317 22.57881 19.08614 -0.15 0.04 -0.24 0.11
H 12.96102 22.12077 18.88320 0.02 -0.04 -0.09 0.09
H 12.35378 24.21248 17.45164 -0.61 -0.20 -0.06 0.11
H 13.67560 24.40219 18.40976 0.28 0.10 0.81 0.10
H 13.68593 26.70172 19.31974 -0.03 -0.24 0.07 0.08
H 12.98001 26.78058 17.71712 -0.32 0.28 -0.07 0.08
H 12.22257 27.63052 19.16604 0.01 0.18 -0.47 0.08
H 9.96462 26.39729 19.02556 -0.38 -0.17 0.31 0.08
H 10.54522 25.96978 17.51778 -0.08 -0.45 -0.38 0.08
H 9.86750 24.66355 18.55238 0.24 -0.01 0.06 0.08
H 11.77071 25.21844 23.27454 0.21 0.27 0.10 0.08
H 13.33222 24.85955 22.50338 0.00 0.02 0.24 0.08
H 12.43180 23.64259 23.45656 -0.09 -0.48 -0.47 0.09
H 10.25439 26.27722 21.20348 -0.77 0.63 0.25 0.09
C 23.68930 22.52519 19.52728 -0.61 0.78 -1.72 -0.02
C 23.09396 23.98721 19.28058 0.13 0.19 0.29 -0.45
C 24.26212 25.01859 19.27401 -0.18 -0.34 0.06 -0.12
C 23.85887 26.43308 18.82572 0.50 -0.75 0.26 -0.18
C 23.33055 26.38008 17.42796 -1.50 -0.26 -0.06 -0.15
C 22.09721 25.44037 17.35528 -1.19 -0.55 -1.00 -0.44
N 22.36287 24.13624 17.99044 3.69 1.05 -0.31 -0.13
O 21.47500 23.15718 17.73928 -2.53 -0.15 0.77 -0.05
C 20.83343 26.07530 17.99079 0.56 0.19 0.87 -0.03
C 21.70675 25.30288 15.81908 0.41 -0.28 0.35 -0.02
C 22.12281 24.20941 20.40450 -0.59 0.34 1.55 -0.04
H 24.33673 22.34843 20.38616 -0.12 0.72 0.17 0.07
H 24.26233 22.29483 18.62912 0.19 -0.22 -0.03 0.06
H 22.88650 21.78930 19.57283 -0.11 0.05 0.01 0.07
H 24.76019 25.05070 20.24304 -0.37 -0.02 0.35 0.11
H 25.04571 24.60429 18.63962 -0.03 0.12 -0.50 0.11
H 24.73429 27.08247 18.83210 -0.05 0.14 0.37 0.11
H 23.08406 26.80887 19.49396 0.19 0.23 0.14 0.10
H 24.12494 26.13447 16.72317 -0.15 -0.33 -0.13 0.12
H 22.89583 27.33531 17.13360 0.33 0.31 -0.08 0.12
H 20.41878 26.88990 17.39700 -0.24 -0.25 -0.18 0.09
H 20.13143 25.27870 18.23722 -0.29 0.07 -0.61 0.07
H 21.03010 26.49329 18.97806 0.29 0.26 -0.01 0.06
H 22.33459 24.61715 15.25014 0.58 0.18 0.20 0.07
H 20.70781 24.96371 15.54490 -0.26 -0.12 0.89 0.04
H 21.75575 26.29520 15.37074 0.29 0.09 0.00 0.08
H 22.63367 24.18798 21.36714 0.18 -0.22 0.17 0.09
H 21.36098 23.43117 20.44986 0.04 -0.18 -0.15 0.07
H 21.56645 25.14633 20.43194 0.20 0.17 -0.44 0.07
H 21.95339 22.57267 17.14676 0.53 -1.20 -0.71 0.02
C 13.22616 18.19308 19.23896 -0.98 1.10 -0.83 -0.03
C 12.52513 18.05721 17.80882 1.56 0.78 0.41 -0.43
C 13.72562 17.89165 16.77375 -1.47 -0.36 0.43 -0.13
C 13.26689 17.12902 15.52708 -0.47 -0.78 0.89 -0.16
C 12.62943 15.77418 15.99626 1.25 1.40 -0.47 -0.13
C 11.38831 15.91545 16.87989 -0.92 -0.08 0.49 -0.49
N 11.71191 16.86036 17.95010 1.94 -0.72 -1.53 -0.16
O 10.80600 16.90430 18.99475 -0.49 -0.06 0.09 0.00
C 10.11156 16.36119 16.14962 -0.37 0.19 -1.63 -0.03
C 11.16840 14.48098 17.49404 -0.38 1.75 -0.39 -0.02
C 11.68026 19.32565 17.38708 0.33 -1.15 0.60 -0.01
H 12.45673 18.59936 19.89547 0.21 -0.10 0.39 0.07
H 14.07034 18.88255 19.24933 -0.03 0.32 -0.30 0.06
H 13.62146 17.26294 19.64722 -0.33 -0.27 -0.33 0.08
H 14.19692 18.85240 16.56656 -0.48 0.29 -0.09 0.10
H 14.51431 17.36828 17.31426 0.04 -0.58 -0.24 0.10
H 14.09636 16.96536 14.83910 0.08 -0.21 0.01 0.08
H 12.47345 17.58161 14.93234 0.12 0.75 0.13 0.10
H 13.36584 15.28995 16.63760 0.17 -0.31 -0.16 0.11
H 12.52234 15.22344 15.06174 -0.63 -0.53 0.36 0.12
H 9.17386 16.50470 16.68650 0.40 -0.28 0.78 0.08
H 10.21139 17.29371 15.59416 0.55 0.41 0.31 0.06
H 9.83793 15.72207 15.31014 0.12 -0.71 0.10 0.08
H 12.01923 14.22706 18.12626 0.09 -0.29 -0.28 0.08
H 10.27263 14.51340 18.11424 -0.10 -0.29 -0.11 0.08
H 11.02220 13.85365 16.61474 0.09 -0.49 0.43 0.09
H 10.84792 19.39577 18.08736 -0.02 0.34 0.04 0.08
H 11.25392 19.17927 16.39466 0.08 -0.11 -0.05 0.06
H 12.27101 20.24120 17.35770 0.03 -0.02 0.25 0.06
H 11.14986 16.18352 19.52752 -0.31 0.05 0.66 0.10
C 18.41288 22.95969 16.82629 -0.15 0.43 0.17 -0.03
C 17.69044 21.86194 17.62928 0.29 -1.60 0.48 -0.45
C 17.23715 20.76137 16.61652 0.20 -1.07 0.95 -0.10
C 16.92031 19.32247 17.24363 1.53 2.07 0.44 -0.13
C 18.18069 18.83838 18.07464 -1.73 1.38 -0.83 -0.11
C 18.61261 19.89406 19.14748 -0.63 -0.70 0.06 -0.42
N 18.69726 21.25231 18.56335 -0.20 -1.70 -1.66 -0.11
O 19.22691 22.15124 19.47544 -0.36 0.48 0.38 -0.03
C 17.54844 19.77281 20.31790 1.17 0.71 0.08 -0.02
C 20.02921 19.45867 19.60738 0.33 -0.39 0.12 -0.02
C 16.47523 22.37097 18.40492 0.06 0.96 0.73 -0.02
H 17.77350 23.35944 16.03921 -0.41 0.11 0.14 0.08
H 19.31979 22.66575 16.29790 -0.01 -0.66 0.26 0.06
H 18.74487 23.77636 17.46733 -0.26 0.08 0.07 0.07
H 16.35930 21.14293 16.09510 -0.03 0.03 -0.15 0.11
H 18.05273 20.64143 15.90342 -0.04 -0.10 -0.22 0.09
H 16.63988 18.63701 16.44387 0.11 -0.11 0.08 0.09
H 16.08481 19.42521 17.93608 -0.19 -0.10 -0.11 0.07
H 18.97529 18.64017 17.35531 0.18 -0.27 0.24 0.09
H 17.79914 17.96385 18.60162 0.74 -0.36 0.02 0.11
H 17.79758 20.53595 21.05520 -0.29 0.46 -0.14 0.06
H 16.51570 19.87195 19.98368 0.07 0.23 -0.12 0.07
H 17.59376 18.87277 20.93106 0.38 -0.54 -0.56 0.07
H 20.01552 18.41436 19.91937 -0.32 -0.14 0.22 0.08
H 20.78263 19.45066 18.81972 -0.34 0.27 -0.65 0.06
H 20.56099 19.99579 20.39275 -0.73 0.41 0.29 0.06
H 16.74874 22.66608 19.41794 0.47 0.06 0.05 0.06
H 15.67113 21.65988 18.59434 -0.03 -0.23 -0.61 0.07
H 16.09225 23.29979 17.98216 -0.36 -0.14 -0.33 0.08
H 20.03302 22.39215 19.01310 0.72 0.56 0.03 0.06
C 18.17861 29.39269 11.69258 -0.85 -0.24 0.39 -0.06
C 17.41797 28.12104 11.29742 1.86 -1.38 0.47 -0.45
C 17.14388 27.12019 12.48850 1.28 0.64 -1.57 -0.17
O 18.38555 26.51969 12.94178 -1.02 -0.24 1.09 -0.18
C 18.08486 25.69826 14.09372 -0.36 0.42 0.34 -0.12
N 16.24371 28.30372 10.48620 -0.71 0.94 -0.32 0.03
H 19.10888 29.20862 12.22998 -0.08 -0.25 -0.01 0.08
H 17.51328 29.96190 12.34176 0.14 0.53 0.00 0.07
H 18.41646 29.93209 10.77576 -0.07 0.27 0.12 0.07
H 18.12557 27.65596 10.61104 0.01 -0.73 0.11 0.13
H 16.53276 26.29322 12.12690 -0.48 0.27 0.07 0.12
H 16.65972 27.74445 13.23950 -0.13 -0.43 0.61 0.12
H 18.93140 25.22083 14.58720 0.48 0.38 -0.68 0.05
H 17.36318 24.89515 13.94442 -0.10 -0.18 -0.89 0.07
H 17.59477 26.27264 14.87986 0.09 0.53 0.09 0.08
H 16.52422 28.90922 9.72806 0.40 -0.37 -0.83 0.07
H 15.60046 28.97512 10.88062 -0.53 -0.18 1.02 0.07
C 21.07716 20.07146 15.70862 -0.26 0.81 -0.06 -0.04
C 22.20140 20.96222 15.08004 -1.08 -1.29 0.25 -0.35
C 21.56477 22.05292 14.17558 2.48 -0.76 0.88 -0.22
O 20.75180 21.48981 13.19158 -0.64 -0.43 0.72 -0.16
C 20.06960 22.51046 12.52284 -0.48 0.15 -0.48 -0.10
N 22.94584 21.48800 16.23764 -0.29 0.31 -0.17 0.06
H 21.52936 19.36823 16.40798 -0.10 -0.22 -0.09 0.05
H 20.38397 19.58174 15.02470 0.68 -0.34 -0.52 0.07
H 20.35579 20.66246 16.27294 0.34 0.44 0.49 0.05
H 22.85123 20.24451 14.57932 0.01 0.26 -0.87 0.11
H 22.35115 22.60940 13.66564 0.46 0.16 -0.14 0.12
H 21.19980 22.77604 14.90496 -1.31 0.04 -0.25 0.09
H 19.34717 22.13288 11.79924 0.17 -0.55 0.04 0.08
H 20.78641 23.10252 11.95386 -0.04 0.54 0.14 0.10
H 19.47631 23.07982 13.23834 0.17 0.52 0.01 0.08
H 23.81797 21.96370 16.05542 0.04 0.23 -0.63 0.10
H 23.22528 20.68986 16.78990 -0.07 -0.19 0.54 0.05
C 19.89502 21.58935 22.88910 -0.41 1.85 -0.17 -0.04
C 19.42280 22.69959 23.89180 -0.03 -1.37 -0.84 -0.43
C 18.14579 23.38577 23.45694 -0.13 0.13 -0.81 -0.18
O 17.13692 22.43169 23.07206 -0.07 0.49 -0.05 -0.25
C 16.00506 23.05671 22.44394 1.30 1.69 0.29 -0.07
N 19.16245 22.06706 25.14374 0.16 -0.51 1.06 0.04
H 19.26127 20.70265 22.90444 0.05 0.04 0.22 0.07
H 20.95090 21.34836 23.01210 -0.12 -0.07 0.19 0.06
H 19.75695 22.08481 21.92808 0.25 -0.48 -0.46 0.05
H 20.20953 23.44915 23.97728 0.02 0.17 0.03 0.13
H 18.41156 24.09548 22.67350 -0.46 -0.01 -0.64 0.12
H 17.75878 23.97539 24.28800 -0.10 0.17 0.18 0.12
H 15.73842 23.91756 23.05710 -0.16 0.28 0.04 0.08
H 15.06051 22.52965 22.30930 0.69 -0.96 0.15 0.06
H 16.41474 23.44504 21.51150 -0.61 0.05 -0.42 0.08
H 18.56628 22.69862 25.65930 0.00 -0.05 0.60 0.06
H 18.55810 21.30105 24.88280 -0.22 -0.52 0.44 0.06
C 23.17961 17.02002 18.11854 1.87 0.24 -0.29 -0.03
C 24.49767 17.85776 17.83626 -1.66 -0.99 -0.63 -0.38
C 24.61023 18.02893 16.29353 1.10 0.39 0.19 -0.14
O 25.86199 18.69554 15.95034 -1.59 -0.25 2.99 -0.18
C 26.05357 19.10558 14.67838 0.83 0.01 -1.93 -0.17
N 24.32641 19.13391 18.54878 0.56 -0.12 -1.14 0.06
H 23.14464 16.74874 19.17366 -0.22 0.29 0.07 0.07
H 23.20619 16.07828 17.57034 -0.17 0.04 -0.18 0.06
H 22.34022 17.64277 17.80918 -0.13 -0.18 0.18 0.05
H 25.40250 17.39548 18.23082 -0.03 -0.64 -0.26 0.13
H 23.71036 18.53805 15.94838 0.06 0.69 -0.14 0.09
H 24.62711 17.11020 15.70724 -0.11 -0.60 0.48 0.12
H 27.05535 19.53393 14.64582 -0.03 0.21 -0.08 0.09
H 25.35420 19.82435 14.25136 -0.39 0.28 0.34 0.08
H 26.07949 18.26600 13.98372 -0.11 -0.36 -0.28 0.09
H 24.41522 18.87902 19.52204 -0.11 0.09 0.28 0.01
H 25.22249 19.55611 18.35160 0.19 0.95 0.09 0.07
C 14.21208 19.41279 22.60390 -0.58 0.42 1.23 -0.04
C 15.16397 19.39580 23.86350 -0.84 -0.57 -1.03 -0.36
C 15.32085 17.98773 24.50002 0.22 0.65 -0.52 -0.21
O 14.09576 17.47113 24.95218 -0.85 0.51 -0.13 -0.18
C 14.20512 16.17921 25.46490 0.03 -0.87 -0.47 -0.12
N 16.45575 19.87472 23.38010 0.47 -1.17 0.14 0.06
H 14.14940 20.45479 22.29020 0.19 0.08 -0.24 0.05
H 13.17023 19.14483 22.77950 -0.01 -0.34 0.33 0.07
H 14.54751 18.81642 21.75542 0.40 -0.13 0.18 0.05
H 14.76385 19.99464 24.68166 -0.03 0.52 -0.27 0.14
H 15.99833 18.04211 25.35218 0.42 0.11 -0.07 0.12
H 15.73740 17.34490 23.72454 0.26 -0.40 -0.06 0.11
H 13.24816 15.65839 25.49766 -0.37 0.58 0.13 0.09
H 14.64887 16.12263 26.45888 0.22 0.20 0.11 0.09
H 14.76968 15.55990 24.76790 0.47 -0.11 0.07 0.06
H 16.56026 19.46788 22.46160 0.26 -0.61 0.06 0.02
H 16.56865 20.84411 23.12002 -0.51 0.19 0.97 0.01
```
Forces are in eV/Å.

Calculated values
energy relative to the best compared isomer or geometry (same formula, charge and spin) = 685.22 kJ/mol
max |F| = 3.8 eV/A
gap between HOMO and LUMO = 0.29109 Ha